1.
This record from the Open Molecules 2025 dataset describes C34H44CoN4O as an isolated structure at a distorted geometry. The level of theory is the ωB97M-V functional and the def2-TZVPD basis.

The geometry in XYZ format:
```
84
C34H44CoN4O (the ωB97M-V functional and the def2-TZVPD basis)
Co 0.84327 0.00888 0.42928
N 1.37219 -2.73127 3.28753
N 0.28142 -2.57318 -1.45536
C 1.54662 1.76286 -0.20122
C 2.62274 0.86763 0.10951
C 2.50505 0.52593 1.50324
C 3.45672 -0.30694 2.34344
H 4.26027 -0.73640 1.72808
H 2.92193 -1.16874 2.80678
H 3.87978 0.30094 3.14647
C 1.33865 1.17863 2.02979
C 0.90237 1.06211 3.46112
H 1.63904 1.56568 4.10623
H 0.82980 0.01356 3.80624
H -0.07164 1.54272 3.62229
C 0.77636 1.97194 0.99758
C -0.31929 2.97316 1.15945
H -1.03873 2.66172 1.93023
H -0.86976 3.11175 0.22015
H 0.09054 3.94996 1.46229
C 3.79904 0.54617 -0.75827
H 4.62067 1.25032 -0.56872
H 3.54000 0.61603 -1.82048
H 4.18759 -0.46431 -0.56996
C 1.46009 2.63707 -1.41082
H 0.41011 2.85628 -1.64276
H 1.90152 2.14867 -2.28735
H 1.98010 3.59955 -1.27016
C 0.74016 -3.57013 4.08319
H 1.11755 -3.57194 5.11877
C -0.33507 -4.37945 3.66118
H -0.82188 -5.06445 4.38198
C -0.73837 -4.30783 2.31691
H -1.57319 -4.94384 1.96556
C -0.09872 -3.36222 1.48792
H -0.36886 -3.28824 0.44191
C 0.87585 -2.48860 2.07024
C 1.79287 -1.38519 1.60595
H 2.38067 -1.92640 0.80063
C 0.49176 -1.24394 -1.37929
C 1.06283 -3.06926 -2.44029
H 1.59872 -4.03054 -2.27032
C 1.07990 -2.12162 -3.44057
H 1.15605 -2.35520 -4.48968
N 0.68381 -0.92585 -2.80285
C 0.47797 0.25982 -3.52996
C 1.40155 0.52162 -4.56765
C 1.17255 1.57730 -5.45933
H 1.92669 1.78616 -6.24734
C 0.01574 2.37055 -5.35237
C -0.20600 3.50849 -6.30977
H -0.75699 4.31694 -5.81258
H -0.78684 3.18177 -7.18562
H 0.76085 3.88660 -6.66300
C -0.93693 2.06739 -4.36027
H -1.86840 2.67584 -4.28771
C -0.73520 1.00330 -3.46879
C -1.79583 0.60795 -2.48833
H -2.19028 -0.40168 -2.68212
H -2.64255 1.31088 -2.54391
H -1.41094 0.61119 -1.45528
C 2.64502 -0.29716 -4.69683
H 2.46444 -1.32411 -5.03670
H 3.21883 -0.34486 -3.76032
H 3.28726 0.16406 -5.46051
O -1.11182 -0.20771 0.64045
C -2.04568 -0.33933 1.50255
C -1.86959 -1.05566 2.81183
C -2.31897 -0.28781 4.05315
C -3.82278 -0.34609 4.30369
C -4.60270 0.47868 3.28698
C -4.51999 -0.09296 1.87230
N -3.24215 0.15849 1.17728
H -2.40251 -2.02076 2.74873
H -0.81077 -1.31421 2.91957
H -1.81031 -0.71627 4.92963
H -1.99315 0.75931 3.97710
H -4.16938 -1.38924 4.27818
H -4.01473 0.04449 5.31162
H -5.65861 0.48320 3.58608
H -4.26271 1.52325 3.29689
H -4.68677 -1.18047 1.90491
H -5.31211 0.35709 1.26494
H -3.29673 0.52796 0.22668
```

As for the multiplicity: 5. The net charge is -1. As for the energy above the lowest of the compared OMol25 structures with the same formula, charge and spin: 55.1 kcal/mol.


2.
This record from the Open Molecules 2025 dataset describes a 5-piece molecular cluster, C34H44F4NO2P overall. The level of theory is the ωB97M-V functional and the def2-TZVPD basis.

The geometry in XYZ format:
```
86
C34H44F4NO2P (the ωB97M-V functional and the def2-TZVPD basis)
C -5.22664 -0.53374 -2.13425
C -5.02591 -1.62617 -1.09976
O -3.78689 -2.33990 -1.19856
P -2.40240 -1.62641 -1.75328
N -2.25326 -2.38520 -3.29603
C -1.26875 -2.67254 -0.76981
C -1.04712 -2.09070 0.62819
C -0.76106 -3.14025 1.70166
C 0.37672 -4.11434 1.36656
C 0.10246 -5.53156 1.85926
C 1.32519 -6.44665 1.88736
C 2.08667 -6.53970 0.57200
O 1.39852 -7.30849 -0.40365
C 1.60333 -8.69505 -0.26217
H -5.07801 -0.91835 -3.14533
H -6.24950 -0.16015 -2.05855
H -4.53900 0.29880 -1.98973
H -5.09694 -1.21157 -0.08891
H -5.80548 -2.38306 -1.19912
H -3.04203 -2.97822 -3.52537
H -2.12419 -1.70853 -4.03624
H -1.69481 -3.68102 -0.71146
H -0.34762 -2.74669 -1.35115
H -0.23352 -1.35876 0.60103
H -1.93966 -1.53079 0.93195
H -0.52976 -2.62693 2.63927
H -1.68073 -3.70688 1.88566
H 1.31243 -3.75416 1.81024
H 0.54013 -4.12234 0.28691
H -0.31004 -5.47682 2.87223
H -0.67882 -5.98074 1.23785
H 2.01549 -6.12575 2.67276
H 1.00279 -7.45495 2.16371
H 3.09053 -6.94918 0.74030
H 2.20684 -5.55048 0.12804
H 0.97996 -9.19371 -1.00163
H 1.32633 -9.05581 0.73416
H 2.65392 -8.95372 -0.44476
F 4.07740 -7.46412 3.43005
C 5.39623 -7.17928 3.36526
C 6.21930 -8.02432 2.64887
C 7.57192 -7.72043 2.58303
C 8.07329 -6.59514 3.22248
C 7.21732 -5.76594 3.93407
C 5.86158 -6.05264 4.01225
H 5.80154 -8.89357 2.16004
H 8.23562 -8.36927 2.02670
H 9.12842 -6.36465 3.16596
H 7.60390 -4.88722 4.43345
H 5.17256 -5.42407 4.55916
F -2.19038 2.02757 -2.19749
C -2.32168 2.88835 -1.16867
C -2.47260 2.36591 0.10141
C -2.60267 3.25018 1.16357
C -2.58108 4.62132 0.94429
C -2.43154 5.11239 -0.34564
C -2.29948 4.24521 -1.42117
H -2.47517 1.29217 0.23541
H -2.71304 2.86296 2.16832
H -2.67368 5.30922 1.77337
H -2.40118 6.18130 -0.51303
H -2.16658 4.60332 -2.43286
F -0.65970 6.88463 -2.64714
C -1.38764 7.46450 -3.62633
C -2.74369 7.63506 -3.43284
C -3.48157 8.22671 -4.44903
C -2.86442 8.63295 -5.62363
C -1.49840 8.44635 -5.78616
C -0.74352 7.85596 -4.78273
H -3.20418 7.31131 -2.50948
H -4.54614 8.36918 -4.31739
H -3.44623 9.09318 -6.41060
H -1.01282 8.76099 -6.70061
H 0.32125 7.69767 -4.88300
F -1.56614 7.62797 1.81056
C -0.21573 7.72561 1.78338
C 0.51853 6.66252 1.29870
C 1.90125 6.78513 1.27475
C 2.51772 7.94297 1.72827
C 1.74728 8.99186 2.21069
C 0.36355 8.89115 2.24216
H 0.01733 5.77161 0.94675
H 2.49742 5.96578 0.89482
H 3.59569 8.02842 1.70482
H 2.22254 9.89720 2.56509
H -0.26156 9.69258 2.61077
```

The structure (SMILES) is CCOP(N)CCCCCCCOC.Fc1ccccc1.Fc1ccccc1.Fc1ccccc1.Fc1ccccc1. As for the electronic energy: -61715.5828 eV.


3.
This record from the Open Molecules 2025 dataset describes C34H44N5O2Tl as an isolated structure. The level of theory is the ωB97M-V functional and the def2-TZVPD basis.

The geometry in XYZ format:
```
86
C34H44N5O2Tl (the ωB97M-V functional and the def2-TZVPD basis)
Tl 0.06763 0.59797 0.31146
N -1.54134 0.58147 2.53175
N -0.86109 1.31202 3.50039
C 0.48333 1.78665 3.35108
O 0.93121 2.33022 4.36159
O 1.03810 1.65194 2.20292
H -2.44983 0.99178 2.36877
H -1.67337 -0.38595 2.80581
H -1.19337 1.28105 4.44614
C -4.12081 -4.15722 -0.70717
C -3.64198 -2.93248 0.07625
C -4.82815 -2.16572 0.66954
C -2.63045 -3.32437 1.14396
C -3.03534 -3.99478 2.29408
C -2.12817 -4.32332 3.29068
C -0.79520 -3.96120 3.15779
C -0.34056 -3.29024 2.02732
C 1.12481 -2.89338 1.89114
C 1.65984 -2.16330 3.12907
C 1.98505 -4.11456 1.56219
C -1.26962 -3.01439 1.01196
N -0.82370 -2.29207 -0.12695
C -0.48998 -2.88513 -1.18607
C 0.02041 -2.12878 -2.37295
N -0.15901 -0.88947 -2.47991
C 0.41987 -0.16362 -3.55180
C 1.80538 0.05793 -3.59386
C 2.31353 0.78722 -4.66683
C 1.48546 1.28344 -5.65894
C 0.11231 1.10074 -5.56472
C -0.44610 0.40290 -4.50301
C -1.95400 0.24240 -4.38776
C -2.67685 1.58860 -4.49556
C -2.47981 -0.75532 -5.42185
C 2.74895 -0.42442 -2.49920
C 3.75811 -1.44578 -3.03342
C 3.46068 0.75272 -1.82312
H -4.83585 -3.86695 -1.48246
H -4.61315 -4.87326 -0.04143
H -3.28391 -4.67271 -1.18845
H -3.14488 -2.26286 -0.62410
H -5.42166 -2.79967 1.33358
H -5.48685 -1.80872 -0.12609
H -4.48807 -1.30107 1.24544
H -4.08104 -4.26275 2.41423
H -2.46225 -4.85031 4.17683
H -0.09357 -4.20383 3.94976
H 1.20490 -2.20252 1.05372
H 1.68866 -2.82335 4.00023
H 1.05552 -1.28742 3.37876
H 2.67796 -1.80924 2.94606
H 1.93030 -4.84825 2.37118
H 3.03338 -3.82605 1.43433
H 1.64794 -4.60540 0.64348
H -0.52067 -3.97745 -1.27188
H 0.58115 -2.70645 -3.11815
H 3.38343 0.96791 -4.72440
H 1.90708 1.82988 -6.49481
H -0.53630 1.51258 -6.33274
H -2.16264 -0.16012 -3.39800
H -2.54017 2.03779 -5.48415
H -2.30183 2.28866 -3.74460
H -3.75090 1.46027 -4.33666
H -2.29735 -0.39340 -6.43913
H -3.55701 -0.90561 -5.30269
H -1.98538 -1.72620 -5.31970
H 2.15622 -0.91886 -1.73150
H 4.41426 -0.99507 -3.78402
H 3.25122 -2.29527 -3.50119
H 4.38564 -1.82455 -2.22058
H 3.98085 1.37652 -2.55489
H 4.19732 0.39126 -1.09949
H 2.74917 1.38529 -1.28678
N -0.34125 3.08284 -1.14088
C 0.46038 3.69385 -1.69476
C 1.46713 4.45979 -2.39163
C 1.30188 4.74622 -3.74535
C 2.28084 5.46434 -4.41215
C 3.41749 5.88679 -3.73301
C 3.57894 5.59623 -2.38379
C 2.60561 4.88105 -1.70628
H 0.41354 4.39981 -4.26015
H 2.15931 5.69196 -5.46423
H 4.18203 6.44633 -4.25786
H 4.46473 5.92975 -1.85709
H 2.71560 4.64565 -0.65361
```

As for the energy above the lowest of the compared OMol25 structures with the same formula, charge and spin: 0.0 kcal/mol.


4.
This record from the Open Molecules 2025 dataset describes C34H44N9O10P2S2Y as an isolated structure at a distorted geometry. The level of theory is the ωB97M-V functional and the def2-TZVPD basis.

The geometry in XYZ format:
```
102
C34H44N9O10P2S2Y (the ωB97M-V functional and the def2-TZVPD basis)
Y 1.27636 1.13791 -0.30777
S 0.32917 0.34751 2.49395
C -1.24842 -0.14126 2.23383
N -1.77877 -1.18745 2.83668
C -3.18591 -1.53837 2.59119
C -3.98994 -0.27784 2.55216
N -3.43868 0.61543 1.52692
C -4.44449 1.42309 0.80200
C -5.24821 0.57682 -0.15209
C -6.59446 0.34223 0.10083
C -7.34695 -0.44076 -0.76736
C -6.75243 -0.99298 -1.89167
C -5.40521 -0.76150 -2.15009
C -4.65556 0.01891 -1.28488
C -2.15035 0.64952 1.28032
S -1.49235 1.56930 0.04374
C -0.94206 -2.01371 3.74884
C -1.66025 -3.20153 4.31331
C -1.76236 -4.37486 3.57064
C -2.43710 -5.47164 4.08543
C -3.00881 -5.40253 5.35077
C -2.90210 -4.23865 6.09956
C -2.22820 -3.14025 5.58070
H -3.53219 -2.18046 3.39478
H -3.27302 -2.08761 1.65171
H -4.00270 0.23047 3.51910
H -5.01351 -0.51200 2.26539
H -3.92791 2.23501 0.30105
H -5.09921 1.84537 1.56490
H -7.06587 0.78192 0.97436
H -8.39631 -0.61274 -0.56578
H -7.33827 -1.59692 -2.57215
H -4.94266 -1.17956 -3.03553
H -3.60785 0.20781 -1.49510
H -0.58354 -1.35678 4.54062
H -0.08015 -2.32908 3.16504
H -1.30382 -4.43219 2.58770
H -2.50908 -6.38359 3.50698
H -3.52882 -6.26051 5.75654
H -3.33502 -4.18818 7.09016
H -2.13672 -2.23372 6.17024
N 4.44228 -2.00080 -0.71867
C 2.97924 -2.29642 -1.05400
C 2.76728 -3.77490 -1.34339
P 2.00455 -1.58729 0.34696
O 1.89107 -2.77209 1.39793
O 2.85113 -0.45285 0.88061
O 0.68604 -1.10873 -0.19857
P 2.52533 -1.19618 -2.46748
O 3.77677 -1.41303 -3.45691
O 1.25951 -1.60163 -3.09974
O 2.71354 0.18608 -1.84868
H 4.91976 -2.84338 -0.39634
H 4.46540 -1.27840 0.01885
H 4.97346 -1.61906 -1.51093
H 2.90618 -4.37953 -0.44575
H 3.45029 -4.12216 -2.12188
H 1.75090 -3.92608 -1.70549
H 2.06965 -2.46412 2.29682
H 3.50520 -1.81216 -4.29194
C 2.16925 5.42001 1.75364
O 1.15043 5.70096 0.78233
C 0.65410 4.68192 0.08706
O 0.97777 3.50834 0.26220
N -0.27127 5.14068 -0.77473
N -1.03872 4.27652 -1.55360
H 2.46512 6.38589 2.14491
H 3.01235 4.93164 1.27770
H 1.76320 4.80124 2.55174
H -0.47533 6.12887 -0.73056
H -1.01722 4.58296 -2.51794
H -1.99707 4.26009 -1.22378
N 6.26833 0.16383 -2.20565
C 6.72724 0.75242 -1.03784
O 7.87206 0.66145 -0.67131
C 5.67790 1.37861 -0.16667
C 5.87543 1.38234 1.20995
C 4.87201 1.85725 2.03344
C 3.68732 2.26993 1.45096
N 3.49126 2.30090 0.12525
C 4.50040 1.90567 -0.65473
H 7.00143 -0.07932 -2.85778
H 5.41969 0.50550 -2.63438
H 6.81180 1.00917 1.60859
H 4.99034 1.88525 3.10836
H 2.85333 2.59859 2.06149
H 4.34040 2.02219 -1.71850
N -1.31744 -1.24272 -4.60455
C -1.45767 0.03414 -5.03256
O -2.26037 0.41466 -5.85774
C -0.51715 1.01390 -4.38303
C 0.09634 2.00275 -5.13154
C 0.97265 2.88182 -4.50302
C 1.17273 2.75656 -3.14556
N 0.54846 1.82882 -2.41018
C -0.27629 0.97874 -3.02330
H -1.88698 -1.94524 -5.04691
H -0.50874 -1.52223 -4.06272
H -0.10868 2.06990 -6.19328
H 1.48775 3.65455 -5.05687
H 1.84468 3.42345 -2.61490
H -0.76469 0.23610 -2.40244
```

The net charge is +2. As for the energy above the lowest of the compared OMol25 structures with the same formula, charge and spin: 18.9 kcal/mol.


5.
This record from the Open Molecules 2025 dataset describes C34H45CoN11OSe as an isolated structure. The level of theory is the ωB97M-V functional and the def2-TZVPD basis.

The geometry in XYZ format:
```
93
C34H45CoN11OSe (the ωB97M-V functional and the def2-TZVPD basis)
Co -0.25778 0.27127 -0.47183
C 2.09642 1.65261 -3.19154
C 2.22726 0.18622 -3.60180
C 1.50585 -0.80619 -2.67806
N 0.19215 -0.35670 -2.25167
C -0.82258 -0.44646 -3.07550
C -0.72579 -0.98539 -4.38817
C -1.62023 -0.99372 -5.43647
C -2.90168 -0.46563 -5.53699
C -3.62098 0.08952 -4.49445
C -3.30692 0.20185 -3.15176
C -2.12886 -0.11775 -2.43946
N -2.04550 -0.09806 -1.12131
C -3.23257 -0.19372 -0.29553
C -3.35989 0.93103 0.72592
C -2.16384 0.93788 1.67231
N -0.94312 1.30987 0.98954
C -0.38399 2.48391 1.15811
C -0.98586 3.52711 1.91599
C -0.57373 4.80259 2.22184
C 0.61052 5.46883 1.92560
C 1.66603 4.92534 1.22490
C 1.81773 3.68201 0.62831
C 0.94904 2.57507 0.49393
N 1.27499 1.48302 -0.18225
C 2.64130 1.36081 -0.67382
C 2.95259 2.06507 -1.99807
H 1.04787 1.87967 -2.98426
H 2.38815 2.27684 -4.03976
H 3.28640 -0.08953 -3.63640
H 1.84005 0.07788 -4.61738
H 2.09366 -0.98771 -1.78113
H 1.42375 -1.78254 -3.16437
H 0.22465 -1.44823 -4.61145
H -1.24284 -1.46403 -6.33992
H -3.38045 -0.50742 -6.50650
H -4.60213 0.47230 -4.75768
H -4.08712 0.64170 -2.54492
H -3.16602 -1.13801 0.26573
H -4.13678 -0.26361 -0.90014
H -4.27421 0.77209 1.30398
H -3.44158 1.89767 0.22060
H -2.03442 -0.08037 2.05099
H -2.34830 1.55379 2.55073
H -1.96805 3.29344 2.29763
H -1.29348 5.37534 2.79828
H 0.71253 6.48632 2.27964
H 2.52791 5.57647 1.10731
H 2.77075 3.56705 0.13648
H 2.86835 0.30230 -0.76542
H 3.33695 1.73676 0.08646
H 4.00467 1.86093 -2.22716
H 2.86005 3.14690 -1.87556
C 4.28540 -3.20154 1.47434
C 2.81943 -2.83978 1.38749
O 2.70749 -1.59116 0.72083
H 4.42188 -4.12056 2.04454
H 4.84333 -2.40331 1.96545
H 4.70329 -3.34297 0.47818
H 2.38193 -2.77629 2.39297
H 2.27034 -3.61316 0.83698
H 1.76089 -1.41562 0.58594
Se -1.73137 -4.42285 -2.16659
N -2.43483 -4.74510 -0.57347
C -1.88056 -3.88188 0.25481
C -2.13402 -3.81921 1.66427
C -1.44067 -2.90271 2.37496
C -0.52991 -2.00825 1.71085
N -0.28407 -1.99654 0.43010
C -0.91646 -2.97006 -0.32077
N -0.67530 -3.13138 -1.60292
H -2.85073 -4.49179 2.11478
H -1.57162 -2.80006 3.44343
H -0.01299 -1.24576 2.29064
C 4.79200 3.06958 2.78537
C 4.48038 3.04662 4.27719
C 3.41235 4.07693 4.63410
C 4.10453 1.63695 4.73108
N 2.81987 1.17323 4.22494
C 2.50420 0.48245 3.12526
N 1.20818 0.29078 3.10989
N 0.73515 0.88930 4.22344
N 1.68659 1.42147 4.89351
H 5.06574 4.07479 2.46341
H 3.91401 2.77649 2.20812
H 5.61597 2.39816 2.53414
H 5.39707 3.28246 4.82761
H 2.53312 3.96460 3.99683
H 3.80128 5.08473 4.48743
H 3.08612 3.98129 5.67001
H 4.03816 1.57908 5.81708
H 4.85653 0.92429 4.38873
H 3.19616 0.12969 2.37862
```

As for the multiplicity: 2. As for the energy above the lowest of the compared OMol25 structures with the same formula, charge and spin: 3.3 kcal/mol.